{"formula": "C45H128AlF9N28O27S3", "method": "ωB97M-V with the def2-TZVPD basis set", "symbols": ["Al", "C", "F", "F", "F", "S", "O", "O", "O", "C", "F", "F", "F", "S", "O", "O", "O", "C", "F", "F", "F", "S", "O", "O", "O", "C", "C", "C", "O", "C", "N", "H", "H", "H", "H", "H", "H", "H", "H", "H", "H", "H", "C", "C", "C", "O", "C", "N", "H", "H", "H", "H", "H", "H", "H", "H", "H", "H", "H", "C", "C", "C", "O", "C", "N", "H", "H", "H", "H", "H", "H", "H", "H", "H", "H", "H", "C", "C", "C", "O", "C", "N", "H", "H", "H", "H", "H", "H", "H", "H", "H", "H", "H", "C", "C", "C", "O", "C", "N", "H", "H", "H", "H", "H", "H", "H", "H", "H", "H", "H", "C", "C", "C", "O", "C", "N", "H", "H", "H", "H", "H", "H", "H", "H", "H", "H", "H", "C", "C", "C", "O", "C", "N", "H", "H", "H", "H", "H", "H", "H", "H", "H", "H", "H", "C", "C", "C", "O", "C", "N", "H", "H", "H", "H", "H", "H", "H", "H", "H", "H", "H", "C", "O", "N", "N", "H", "H", "H", "H", "C", "O", "N", "N", "H", "H", "H", "H", "C", "O", "N", "N", "H", "H", "H", "H", "C", "O", "N", "N", "H", "H", "H", "H", "C", "O", "N", "N", "H", "H", "H", "H", "C", "O", "N", "N", "H", "H", "H", "H", "C", "O", "N", "N", "H", "H", "H", "H", "C", "O", "N", "N", "H", "H", "H", "H", "C", "O", "N", "N", "H", "H", "H", "H", "C", "O", "N", "N", "H", "H", "H", "H"], "positions_angstrom": [[-2.9046, -1.3998, 0.1910], [-7.6362, -4.4360, -1.6092], [-6.4576, -5.0721, -2.0242], [-7.9943, -3.5053, -2.6004], [-8.5736, -5.3486, -1.4829], [-7.3173, -3.5263, 0.0314], [-5.8465, -3.2583, -0.0320], [-8.1209, -2.3518, 0.0472], [-7.7101, -4.5245, 0.9354], [0.8190, -1.1559, -0.3511], [1.2988, -1.7987, 0.7160], [1.7962, -0.6012, -1.1932], [0.3017, -2.1723, -1.0185], [-0.4141, 0.2384, 0.2613], [-0.6455, 0.9048, -0.9763], [-1.6056, -0.4368, 0.8335], [0.4739, 0.8623, 1.2389], [-5.5211, -2.8353, 7.6111], [-5.8896, -2.2937, 8.8400], [-4.3822, -2.2175, 7.1663], [-5.0624, -4.1212, 7.7887], [-6.8247, -2.7855, 6.2691], [-6.9760, -1.4433, 5.9186], [-6.0323, -3.6036, 5.3206], [-7.9908, -3.4822, 6.7918], [3.3799, -4.6330, -2.0198], [3.2083, -5.6399, -0.9202], [4.5008, -5.8630, -0.1749], [5.4653, -6.4474, -1.0687], [6.2301, -7.4092, -0.5058], [2.2429, -5.1149, 0.0142], [4.2251, -5.0105, -2.6134], [3.6304, -3.6248, -1.7001], [2.5594, -4.6815, -2.6766], [2.9854, -6.6552, -1.2581], [4.3416, -6.5672, 0.6629], [4.9411, -4.9263, 0.1730], [5.6568, -8.1457, 0.0911], [6.9351, -7.0399, 0.2232], [6.8722, -7.9073, -1.2077], [1.3594, -4.8228, -0.3660], [2.1627, -5.7788, 0.8357], [-4.2319, 3.1325, -5.9938], [-5.2547, 3.2842, -4.8198], [-4.5951, 3.5719, -3.4480], [-3.5955, 2.7018, -3.0968], [-2.7009, 3.2566, -2.1501], [-6.1768, 4.4115, -5.0481], [-4.7577, 3.1227, -6.9340], [-3.6831, 2.2097, -5.9320], [-3.5313, 4.0195, -5.9807], [-5.7972, 2.3269, -4.7201], [-5.3181, 3.6464, -2.6453], [-4.0926, 4.5746, -3.4440], [-1.9007, 2.5219, -2.1062], [-3.1467, 3.3752, -1.1761], [-2.2500, 4.2056, -2.4974], [-6.6199, 4.3236, -5.9395], [-6.9267, 4.3817, -4.3474], [6.4094, -0.7101, 3.1143], [6.7664, 0.4795, 2.2658], [6.0383, 1.7904, 2.6311], [4.6848, 1.7926, 2.4641], [4.3000, 2.3787, 1.2309], [8.2087, 0.8489, 2.4165], [6.8491, -1.5946, 2.6563], [5.2937, -0.9274, 3.0654], [6.7052, -0.5587, 4.1615], [6.5018, 0.3361, 1.2036], [6.4343, 2.6417, 2.0480], [6.2018, 2.1182, 3.6650], [4.6884, 3.4192, 1.1522], [3.2426, 2.4673, 1.1613], [4.5831, 1.6806, 0.4264], [8.4897, 1.3624, 1.5839], [8.8165, 0.0380, 2.5200], [5.5867, -0.8742, -1.4037], [5.1655, -1.2435, -2.7846], [5.3398, -0.0294, -3.6579], [4.7155, 1.1536, -3.1938], [3.4374, 1.2694, -3.7576], [6.0068, -2.3098, -3.4216], [6.6298, -0.5207, -1.4221], [5.5581, -1.6811, -0.6733], [5.0321, 0.0029, -1.0828], [4.1972, -1.6388, -2.8712], [5.0125, -0.1921, -4.6806], [6.3950, 0.1671, -3.7026], [3.4606, 1.1111, -4.8325], [3.0081, 2.2264, -3.4535], [2.7577, 0.5063, -3.3625], [6.9589, -2.1339, -3.5990], [5.8264, -3.2371, -3.0057], [1.5830, -1.4859, 5.2109], [2.3956, -0.3246, 4.6062], [3.6404, 0.0280, 5.5079], [3.3870, 0.1078, 6.9450], [2.7713, 1.3591, 7.3333], [2.7728, -0.6160, 3.2683], [0.7020, -1.4861, 4.5680], [1.3683, -1.3345, 6.2259], [2.1945, -2.3808, 4.9114], [1.7601, 0.5575, 4.6903], [4.0569, 0.9954, 5.1727], [4.4338, -0.7396, 5.4224], [1.7602, 1.4011, 6.9482], [3.3726, 2.1479, 6.9178], [2.8600, 1.3527, 8.4120], [3.2065, 0.2465, 2.9024], [1.8897, -0.8051, 2.7896], [-0.7521, -0.8136, -3.8354], [-1.4952, 0.1693, -4.8306], [-0.5706, 0.6307, -5.9958], [0.4732, 1.4599, -5.6685], [1.3151, 1.7613, -6.7993], [-2.6429, -0.5590, -5.4400], [-1.4543, -1.2984, -3.1873], [0.0554, -0.3232, -3.2601], [-0.2856, -1.6265, -4.4158], [-1.9399, 1.0459, -4.3546], [-1.1486, 1.0928, -6.7706], [-0.2128, -0.3476, -6.4531], [0.6700, 2.3503, -7.4224], [1.5715, 0.8228, -7.3164], [2.2009, 2.3560, -6.4487], [-2.1761, -1.2505, -6.0366], [-3.1846, 0.0837, -5.9955], [-0.3630, 5.8082, -6.5021], [0.2041, 5.5231, -5.0785], [0.1440, 6.7605, -4.2147], [0.6130, 7.8675, -5.0351], [0.4874, 9.1281, -4.4668], [-0.5343, 4.5134, -4.3795], [-1.3491, 6.2650, -6.4675], [-0.4069, 4.8899, -7.0767], [0.2718, 6.5210, -6.9671], [1.2370, 5.2232, -5.2607], [0.8014, 6.6230, -3.2797], [-0.9435, 6.9632, -3.9473], [-0.5581, 9.3095, -4.2502], [0.7665, 9.9253, -5.1672], [1.1217, 9.2517, -3.6151], [-1.5322, 4.7878, -4.4044], [-0.5900, 3.5924, -4.8050], [2.0154, 5.9355, 5.9142], [1.2825, 4.8176, 5.1342], [0.1711, 5.3381, 4.2913], [-0.8513, 6.1179, 5.0072], [-1.0338, 7.5065, 4.6050], [2.1352, 4.0127, 4.2342], [2.2450, 6.7642, 5.2192], [2.8955, 5.5931, 6.3882], [1.3521, 6.3304, 6.6948], [1.0165, 4.1773, 5.9159], [-0.3568, 4.4319, 3.9089], [0.6480, 5.9062, 3.5250], [-0.1439, 8.0456, 4.2674], [-1.3917, 8.0563, 5.4824], [-1.8044, 7.7215, 3.8658], [2.8461, 3.4538, 4.7333], [2.6791, 4.5859, 3.5814], [-1.0540, 1.6495, 5.3853], [-0.1343, 1.3628, 6.1457], [-2.2865, 1.6116, 5.7591], [-0.9413, 2.1788, 4.0648], [-2.9734, 2.2026, 5.3573], [-2.5054, 1.0017, 6.5316], [0.0050, 2.0847, 3.7912], [-1.6442, 1.9185, 3.3985], [-4.9087, -0.9170, -1.9802], [-4.2643, -0.4657, -0.9286], [-6.2629, -0.8657, -1.8162], [-4.3389, -1.3816, -3.0909], [-6.8984, -1.6020, -2.0230], [-6.5429, -0.5240, -0.9255], [-4.8765, -1.4867, -3.9563], [-3.4576, -0.8168, -3.2507], [-1.5585, -4.7024, 2.0611], [-1.7047, -3.5119, 2.0330], [-0.3474, -5.3127, 2.2914], [-2.5478, -5.5783, 2.0206], [0.3763, -4.6565, 2.6038], [-0.0166, -5.9464, 1.5669], [-2.3243, -6.4934, 2.3590], [-3.4745, -5.4136, 2.3396], [-1.7020, 6.9953, 0.4926], [-2.2791, 7.8984, 1.0665], [-0.5596, 7.2603, -0.2609], [-2.0259, 5.6598, 0.5547], [-0.4756, 8.2154, -0.5769], [-0.0701, 6.5409, -0.7360], [-2.5847, 5.4383, 1.3745], [-1.2226, 5.0665, 0.3007], [1.3405, 4.5213, -0.6327], [1.8550, 5.5390, -1.0325], [1.1521, 4.3316, 0.7633], [0.7734, 3.6221, -1.4653], [1.6262, 4.9602, 1.3655], [1.0067, 3.4240, 1.1648], [0.3245, 2.7716, -1.1855], [0.5961, 3.9965, -2.3865], [-4.4877, -1.7642, 2.6691], [-3.9777, -1.6212, 1.5838], [-5.6884, -1.2587, 2.8192], [-3.8647, -2.3247, 3.7421], [-6.3288, -1.1875, 1.9935], [-6.1295, -1.0229, 3.7707], [-4.5221, -2.7887, 4.3730], [-2.8617, -2.3907, 3.8116], [-2.4582, -3.9141, -1.2612], [-2.4778, -2.6142, -0.9135], [-1.2870, -4.4518, -1.8503], [-3.5323, -4.7850, -1.2141], [-0.7932, -3.7479, -2.3711], [-1.2976, -5.4785, -2.2051], [-4.5264, -4.5145, -0.9382], [-3.4048, -5.7338, -1.6388], [1.2585, -5.7776, -5.4209], [0.4427, -6.0546, -6.2582], [1.9194, -4.5876, -5.4431], [1.4814, -6.5564, -4.2008], [1.5576, -4.0118, -6.2400], [2.4644, -4.1515, -4.6940], [1.4439, -7.5359, -4.4466], [2.4471, -6.4082, -3.8643], [4.0174, -4.3399, 2.9869], [3.4809, -5.4272, 2.7439], [3.8822, -3.2742, 2.1362], [4.7873, -4.0748, 4.0708], [3.8676, -2.3186, 2.5505], [3.1111, -3.5909, 1.5730], [5.3463, -3.2435, 4.1145], [5.0547, -4.9410, 4.4960], [-5.4160, -6.4718, 2.3748], [-4.8319, -7.3960, 2.8777], [-6.0658, -5.4697, 2.9270], [-5.4918, -6.5259, 0.9931], [-6.1483, -5.5932, 3.9016], [-6.5803, -4.7697, 2.4279], [-6.1124, -5.9031, 0.5448], [-5.2079, -7.4540, 0.7390]], "forces_ev_per_a": [[-3.70, 0.26, 0.70], [0.79, 1.08, -0.58], [-1.60, 0.80, 0.24], [0.64, -1.61, 1.16], [0.26, 0.39, -0.45], [2.31, 0.77, -1.88], [-1.42, -0.47, -0.17], [-0.33, 1.15, -0.56], [-0.48, -1.89, 1.66], [0.45, -0.22, 0.15], [0.99, 1.31, 0.22], [-1.65, -0.72, 2.16], [-1.11, 0.12, -1.42], [5.68, 0.00, -0.52], [-1.09, 0.47, -0.13], [-0.21, -0.03, 0.34], [-2.22, -0.58, -0.82], [1.10, -0.59, 0.99], [0.71, -0.90, -2.03], [-0.96, 0.58, 0.44], [-1.27, 1.17, 0.48], [0.33, -5.42, 1.16], [-0.17, 3.62, -1.08], [-0.48, 0.86, -0.23], [1.13, 0.89, -0.29], [1.85, -1.08, -0.60], [0.10, 0.40, 0.67], [1.21, -0.40, 0.14], [-1.56, 1.16, -1.08], [0.91, -1.52, 1.84], [0.06, -1.13, 2.15], [0.04, 0.28, -0.09], [-0.27, 0.00, 0.32], [-1.39, 0.47, -0.66], [-0.44, 0.06, -0.72], [-0.02, 0.53, -0.16], [-0.27, 0.05, 0.38], [-0.09, -0.04, -0.56], [0.41, 0.70, 0.55], [-0.16, -0.30, -0.81], [-0.25, -0.29, -0.20], [-0.17, 1.36, -1.18], [-0.21, 1.70, 1.25], [0.44, -0.20, 0.33], [0.32, 2.02, -0.72], [0.82, -1.37, -0.08], [0.79, -0.51, -0.75], [0.20, -0.36, 0.75], [-0.26, 0.10, -0.41], [0.38, -0.29, 0.27], [-0.60, -0.99, -0.12], [0.09, 0.07, -0.08], [-0.73, -0.12, 0.17], [-0.78, -0.19, -0.60], [0.10, 0.11, 0.31], [-0.32, 0.18, 0.44], [-0.44, -0.27, 0.20], [-0.26, -0.05, -0.57], [0.41, 0.10, -0.36], [-1.58, -0.37, -0.30], [0.54, 1.69, -0.18], [1.54, 0.80, 0.83], [-2.42, 0.00, -0.48], [0.54, -0.22, -0.16], [-0.54, -0.40, -0.27], [0.40, -0.18, 0.32], [1.27, 0.63, 0.22], [0.03, -0.17, -0.30], [0.10, -0.53, 0.22], [0.42, -0.47, -0.06], [0.41, -0.60, 0.13], [0.15, -0.76, -0.27], [-1.04, -0.11, 0.38], [0.31, 0.72, -0.18], [0.18, -0.15, 0.27], [-0.27, 0.15, -0.18], [0.67, 0.43, 0.81], [2.45, -0.78, -1.06], [-0.17, 0.59, -0.45], [0.15, -0.16, -0.09], [-0.71, -0.09, 0.76], [-2.52, -0.79, 0.50], [-0.10, -0.20, -0.15], [-0.32, -0.06, 0.02], [-0.35, -0.10, 0.36], [-1.64, -0.30, 0.27], [-0.03, -0.42, -0.24], [0.71, 0.25, 0.03], [0.03, 0.39, -0.31], [0.16, 0.05, -0.34], [-0.06, -0.15, 0.07], [1.12, 0.37, 0.23], [0.52, 0.92, -0.33], [1.63, -0.09, -3.25], [0.15, 0.55, 3.55], [-0.10, -0.37, 0.64], [-0.16, 0.22, -1.59], [0.58, -1.56, -0.41], [0.44, 0.36, -0.95], [-0.52, -0.38, 0.39], [-0.26, -0.14, 1.30], [-0.72, 0.31, 0.97], [-0.18, 0.27, -0.18], [0.01, -0.21, -0.01], [-0.45, 0.23, -0.13], [-0.17, 0.22, 0.32], [0.29, 0.77, -0.13], [-0.36, 0.28, 0.18], [-0.35, -0.59, -0.30], [0.52, 0.25, -0.36], [0.38, 1.12, -1.29], [0.44, -0.21, -0.06], [-0.14, -2.02, 0.02], [1.36, 0.25, 1.01], [-0.31, -0.07, 1.05], [1.31, -0.42, 0.59], [-0.43, -0.06, 0.63], [-0.57, -0.11, -0.29], [-0.07, 0.25, -0.06], [0.30, 0.00, 0.45], [-0.87, 0.41, -0.58], [0.02, 0.75, 0.26], [0.12, 0.55, -0.93], [0.29, 0.35, 0.14], [-0.92, -0.76, -0.36], [-0.82, 0.11, -0.15], [-0.04, -0.01, -0.41], [0.00, -0.20, 1.14], [-0.37, 0.32, -1.82], [0.43, 1.42, 0.33], [0.21, -1.41, 0.07], [-0.47, 0.56, -0.46], [-1.59, -0.78, 0.83], [-0.28, -0.08, 0.16], [0.01, -0.20, -0.14], [0.57, 0.50, -0.68], [0.12, -0.15, 0.48], [-1.06, 0.33, -1.14], [1.12, -0.22, 0.02], [-0.37, 0.19, 0.58], [0.14, -0.53, -0.24], [0.27, 0.03, 0.94], [0.68, 0.07, 0.28], [0.77, 0.04, -0.31], [-1.37, 0.87, -1.22], [2.25, 1.00, 0.52], [-2.43, -0.61, 0.72], [1.07, 0.66, -1.02], [-0.08, 0.04, 0.80], [0.67, -0.23, -0.18], [0.16, -0.18, 0.35], [1.06, -0.48, 0.38], [0.07, -0.03, -0.24], [-1.22, -1.44, 0.87], [0.39, 0.97, -0.19], [-0.02, 0.67, -0.95], [0.34, -0.54, 0.05], [0.21, -0.31, 0.17], [-0.07, -0.83, -0.44], [-0.73, 0.44, -0.15], [-0.30, 0.02, 0.35], [2.50, 1.15, -1.30], [0.01, -0.16, -1.29], [-3.43, -1.15, 1.62], [0.52, -0.47, 1.92], [-0.56, 0.10, -0.26], [-0.21, 0.48, 0.16], [0.94, 0.16, -0.89], [0.01, -0.25, -0.04], [-2.02, 0.25, 2.68], [1.60, -1.06, -1.11], [1.12, 0.39, -0.41], [1.73, 1.58, -0.12], [-0.20, -0.69, -1.15], [0.17, 0.33, 0.81], [0.13, 0.13, 0.70], [-1.09, -1.43, -0.27], [0.39, -1.15, 1.05], [-0.22, 2.96, -0.48], [1.85, 0.21, -0.18], [-0.89, -2.02, -0.30], [-0.32, -0.38, -0.52], [-0.16, 0.02, 0.49], [0.32, -0.44, -0.03], [-0.66, 1.16, -0.28], [1.39, 0.88, -0.32], [-0.55, -0.35, -0.03], [-1.29, 0.46, 0.64], [0.35, -0.18, -0.12], [0.16, -0.27, 0.10], [0.48, -0.28, -0.50], [0.40, -0.20, -0.30], [-0.89, 0.06, 0.67], [-0.63, -0.29, 2.14], [0.46, 0.82, -0.48], [-0.30, -0.54, -1.59], [0.17, 0.00, -0.22], [0.47, 0.56, 0.17], [-0.10, -0.35, -0.08], [-0.12, -0.05, 0.18], [-0.11, -0.29, -0.33], [-0.30, -0.77, 5.19], [3.61, 0.49, -5.72], [-3.71, 0.98, 1.33], [-1.41, 0.70, -1.12], [1.16, -0.04, 1.13], [0.97, -1.10, -1.69], [0.22, 0.01, 0.68], [-0.17, -0.36, -0.33], [-0.80, -1.31, -1.07], [0.35, -4.44, -1.49], [-2.36, -0.58, 0.94], [1.05, 1.72, -0.09], [0.57, -0.17, -0.10], [0.00, 2.83, 0.70], [1.66, -0.01, 0.14], [-0.18, 1.52, 0.75], [0.06, -0.06, 2.40], [-0.17, -0.67, -0.35], [-0.28, 1.37, -1.25], [1.04, 0.68, -1.46], [0.91, -0.55, 1.37], [-0.43, -0.57, -0.60], [-0.43, -0.21, 0.00], [-0.72, 0.03, -0.09], [0.02, 0.62, -0.41], [0.51, 0.34, 0.62], [-0.19, -0.03, 0.30], [-0.39, -1.14, 0.13], [-0.48, -0.88, -0.43], [-0.38, 0.91, -0.96], [0.18, -0.10, 0.04], [0.50, 0.17, 0.71], [-1.22, -0.59, -3.28], [1.23, -0.94, 2.21], [0.57, 0.42, 1.21], [1.17, 0.21, 0.61], [-0.29, 0.72, 1.29], [-0.22, -0.19, -0.01], [-0.77, -0.13, -0.79], [-0.38, 0.09, -0.89]], "mulliken_charge": [-1.0940, 0.7997, -0.2462, -0.2743, -0.2004, 0.9526, -0.2903, -0.7129, -0.8126, -0.0482, -0.1734, 0.1456, -0.1029, -0.3023, -0.4563, 0.7338, 0.0477, 0.5720, -0.2414, -0.2166, -0.2432, 1.0836, -0.7159, -0.6482, -0.6505, -1.2138, 0.8541, -0.8576, -0.3326, -0.8294, 0.0824, 0.6254, 0.2975, -0.4530, 0.1658, 0.7308, -0.0096, 0.3080, 0.3420, 0.3139, -0.3198, 0.1838, -0.8159, 0.5746, -1.0922, 0.1644, -0.6566, -0.7073, 0.5349, -0.2448, 0.1996, 0.1724, 0.3509, 0.4100, -0.3043, 0.4909, 0.2460, 0.2614, 0.2596, -0.6940, 1.6310, -1.5991, 0.3510, -0.4190, -0.7842, 0.5047, -0.3693, 0.3536, -0.5390, 0.4630, 0.2860, 0.4440, -0.2859, 0.2145, 0.2655, 0.2538, -0.9409, 1.4302, -1.4198, -0.4040, -0.5718, -0.7020, 0.4176, 0.3287, -0.1113, -0.1676, 0.4401, 0.5146, 0.3130, 0.2031, 0.1976, 0.2125, 0.1495, -1.7843, 1.9488, -0.3290, -0.5302, -0.3568, 1.5333, 0.3400, 0.4988, 0.1908, -1.1052, 0.2476, 0.0024, 0.0911, 0.2564, 0.3359, -0.5242, -0.5035, -0.0666, 1.8049, -1.6646, 0.3255, -1.1004, -0.4885, -0.5831, -0.1418, 0.3968, -0.8810, 0.5771, 0.4340, 0.4056, 0.3614, 0.2097, 0.3494, 0.3108, -1.7205, 0.1952, -0.3920, -0.3471, -0.8035, 0.5730, 0.3337, 0.3029, 0.5220, 0.4237, 0.2412, 0.3137, 0.3458, 0.2575, 0.2924, -0.0671, -0.5239, -1.8393, 0.4173, 0.0521, -0.4358, -0.7185, -0.0774, 0.3348, 0.4680, 0.3646, 0.2123, -0.3233, 0.5383, 0.2814, 0.3049, 0.3041, -0.0090, 0.2253, 0.6175, -0.6771, -0.4332, -0.1493, 0.1935, 0.2557, -0.0413, 0.0768, 0.4253, 0.1715, -0.3186, 0.0139, 0.0566, 0.3205, 0.3325, -0.3993, 0.1901, -0.0976, -0.4676, -0.0517, 0.1047, 0.1738, 0.2746, 0.0860, 0.4217, -0.6792, -0.1385, -0.1680, 0.2278, 0.0319, 0.2247, 0.0620, 0.0454, -0.7065, 0.7540, 1.5011, 0.0811, -0.4210, -0.5670, -0.3840, 0.0376, 0.2939, -0.0202, 0.2699, 0.1643, 0.1611, 0.0358, 0.0204, 0.0981, 0.4622, -0.2592, 0.1446, -0.0111, 0.2396, -0.2048, 0.2732, 0.4028, -0.6079, -0.2655, -0.3535, 0.2161, 0.2503, 0.3025, 0.2057, 0.2283, -0.6578, 0.6797, -0.3014, -0.0870, -0.2777, 0.1584, 0.2798, 0.1377, -0.7388, 0.0210, -0.1651, 0.1107, 0.1739, 0.2303, 0.1983], "gap_ev": 8.04}